Here is a 2-piece molecular cluster, C3H5F2P overall from the OMol25 dataset. Energies are from wB97M-V/def2-TZVPD.

```
11
Properties=species:S:1:pos:R:3
C 0.32 1.66 -0.11
C 0.83 0.45 -0.17
C 0.23 -0.65 0.68
F 1.28 -1.29 1.32
F -1.91 -2.14 0.15
P -0.44 -1.87 -0.54
H 0.63 2.58 -0.61
H -0.52 1.96 0.54
H 1.89 0.27 -0.63
H -0.34 -0.39 1.51
H -1.98 -0.58 -2.13
```

As for the total energy: -17911.345 eV. The value obtained for the lowest unoccupied orbital energy (spin up / spin down) is -0.81 / -1.09 eV. The calculation puts the HOMO-LUMO gap (spin up / spin down) at 7.85 / 8.74 eV. Its HOMO energy (spin up / spin down) is -8.660 / -9.826 eV.



Here is a 3-piece molecular cluster, C3H5F3O overall from the OMol25 dataset. Energies are from wB97M-V/def2-TZVPD.

```
12
Properties=species:S:1:pos:R:3
C 1.53 0.57 -0.17
C 0.82 -0.67 0.15
C -1.46 -0.41 0.02
O -1.30 0.76 0.15
F -1.82 -1.27 0.98
F -1.67 -1.04 -1.14
F -2.81 1.83 0.07
H 1.15 1.41 0.41
H 2.57 0.43 0.14
H 1.51 0.79 -1.23
H 0.77 -1.46 -0.58
H 0.73 -0.95 1.19
```

As for the total energy: -13386.836 eV. The value obtained for the lowest unoccupied orbital energy (spin up / spin down) is -1.08 / -2.14 eV. The calculation puts the HOMO-LUMO gap (spin up / spin down) at 11.29 / 7.04 eV. Its HOMO energy (spin up / spin down) is -12.368 / -9.180 eV.